(1)
This record from the Open Molecules 2025 dataset describes a cluster of 2 separate species, C2H8OS2 in total at a distorted geometry. The level of theory is the ωB97M-V functional and the def2-TZVPD basis.

E: -952.56857 Eh
relative energy (zero: lowest compared OMol25 entry of this formula, charge and spin): 118.2 kJ/mol
orbital gap: 9.40 eV
F_max: 0.0244 hartree/bohr

CARTESIAN COORDINATES (ANGSTROEM)
C (-0.66071, 0.98768, 3.07839)
O (-0.21277, 0.01764, 2.13636)
H (-1.39898, 1.51213, 2.47272)
H (0.11574, 1.55154, 3.58753)
H (-1.24392, 0.68870, 3.97777)
H (0.61051, -0.34302, 2.44749)
C (0.14184, 0.16364, -3.11422)
S (0.68865, -0.30910, -1.50127)
S (0.30878, -2.34273, -1.36637)
H (-0.92103, 0.39609, -3.16811)
H (0.62562, 1.10965, -3.30302)
H (0.41773, -0.58111, -3.86283)
H (1.52854, -2.85110, -1.38444)

Atoms 1-3, force components in eV/Å:
-1.205 -0.134 0.179
-0.164 0.051 0.816
0.397 0.935 0.365

Results of the Löwdin charge analysis, in e, for atoms 1 through 4: -0.17 -0.12 0.08 0.07

=====

(2)
This record from the Open Molecules 2025 dataset describes a cluster of 2 separate species, C2H8OSi2 in total at a distorted geometry. The level of theory is the ωB97M-V functional and the def2-TZVPD basis.

E: -735.12630 Eh
relative energy (zero: lowest compared OMol25 entry of this formula, charge and spin): 275.2 kJ/mol
orbital gap: 8.18 eV
F_max: 0.0820 hartree/bohr

CARTESIAN COORDINATES (ANGSTROEM)
C (1.54565, 1.38585, 0.41900)
C (1.95800, 0.13431, 0.39005)
O (0.92857, -2.31957, -0.69934)
Si (-2.14666, 0.91214, 0.31498)
Si (1.65900, -0.90618, -1.12525)
H (1.80613, 2.05795, 1.22041)
H (0.95577, 1.70395, -0.31506)
H (2.57501, -0.28245, 1.23138)
H (0.24923, -2.59609, 0.02358)
H (-3.68306, 0.89967, 0.76474)
H (-2.25720, 0.84787, -1.17310)
H (-1.41756, 2.01982, 1.02054)
H (-1.57852, -0.27519, 0.98083)

Atoms 1-3, force components in eV/Å:
2.130 -0.982 2.893
0.746 -1.458 1.288
-2.051 -0.897 1.841

Results of the Löwdin charge analysis, in e, for atoms 1 through 4: -0.13 -0.37 -0.38 0.53

=====

(3)
This record from the Open Molecules 2025 dataset describes a cluster of 2 separate species, C2H8P2 in total at a distorted geometry. The level of theory is the ωB97M-V functional and the def2-TZVPD basis.

E: -763.51089 Eh
relative energy (zero: lowest compared OMol25 entry of this formula, charge and spin): 303.2 kJ/mol
orbital gap (alpha / beta): 7.92 / 8.42 eV
F_max: 0.0797 hartree/bohr

CARTESIAN COORDINATES (ANGSTROEM)
C (1.28873, 0.28972, 1.37293)
C (-0.65595, -0.42409, -0.17348)
P (0.10376, -1.18026, -1.71669)
P (-1.35124, 1.23335, -0.42328)
H (1.90651, -0.33490, 0.73785)
H (1.53918, 1.37260, 1.39583)
H (0.76279, -0.10669, 2.25357)
H (-0.84266, -0.92317, 0.82497)
H (0.91157, -1.95872, -1.06798)
H (0.97229, -0.18597, -1.89544)
H (-2.60869, 1.13561, 0.35722)
H (-2.02629, 1.08251, -1.66551)

Atoms 1-3, force components in eV/Å:
-0.559 0.496 -0.192
0.670 0.189 0.855
-4.041 0.658 0.193

Results of the Löwdin charge analysis, in e, for atoms 1 through 4: 0.00 -0.79 0.73 0.64

=====

(4)
This record from the Open Molecules 2025 dataset describes a cluster of 2 separate species, C2H8P2S in total at a distorted geometry. The level of theory is the ωB97M-V functional and the def2-TZVPD basis.

E: -1161.83195 Eh
relative energy (zero: lowest compared OMol25 entry of this formula, charge and spin): 160.9 kJ/mol
orbital gap: 7.76 eV
F_max: 0.0754 hartree/bohr

CARTESIAN COORDINATES (ANGSTROEM)
C (-2.74249, -1.28802, -2.20375)
C (2.21658, 1.75907, 1.75395)
P (0.62174, -1.28322, 1.19185)
P (1.66899, -0.55123, -0.39985)
S (2.14041, 1.47485, -0.03387)
H (-2.81503, -2.12357, -1.55505)
H (-3.67118, -0.77064, -2.11887)
H (-2.35421, -1.58719, -3.19445)
H (3.15776, 2.30508, 1.98352)
H (1.32636, 2.09420, 2.16457)
H (2.19358, 0.65138, 2.12658)
H (0.22096, -0.07111, 1.98286)
H (-1.96347, -0.60962, -1.69748)

Atoms 1-3, force components in eV/Å:
2.365 1.262 0.725
1.587 -3.532 -0.243
-0.382 0.744 0.226

Results of the Löwdin charge analysis, in e, for atoms 1 through 4: -0.05 -0.51 0.28 0.09